No. 1
15
Properties=species:S:1:pos:R:3:forces:R:3 method="wB97M-V/def2-TZVPD" total_energy_ev=-7830.128 spin_multiplicity=1 lumo_energy_ev=1.1 fmax_ev_per_a=1.82 homo_ev=-8.23 gap_ha=0.3428
C -0.165 1.368 1.555 -1.7 0.5 0.2
C -1.087 2.011 2.287 1.4 0.1 0.5
N -1.082 2.099 3.683 -0.4 0.9 0.4
H 0.684 0.904 2.029 0.1 -0.3 -0.3
H -0.477 1.263 0.525 0.9 -0.2 -0.2
H -1.868 2.617 1.843 -0.2 -0.4 -0.1
H -0.237 1.870 4.185 0.2 -0.4 -0.4
H -1.377 3.013 4.009 -0.2 -0.2 0.0
O 1.923 -1.128 -1.912 0.4 0.4 0.1
C 1.604 -1.907 -2.762 -0.3 -0.7 0.3
C 0.193 -2.338 -2.998 -0.3 0.1 0.6
H 2.346 -2.454 -3.369 0.3 0.2 -0.2
H 0.149 -3.430 -3.000 0.0 0.1 -0.6
H -0.169 -1.863 -3.907 -0.1 -0.4 -0.3
H -0.437 -2.023 -2.167 0.0 0.3 0.0

***

No. 2
15
Properties=species:S:1:pos:R:3:forces:R:3 method="wB97M-V/def2-TZVPD" total_energy_ev=-7829.552 spin_multiplicity=1 lumo_energy_ev=0.2 fmax_ev_per_a=2.17 homo_ev=-8.99 gap_ha=0.3361
C 0.418 2.493 0.337 1.4 -1.1 0.7
C 0.876 1.040 0.290 -1.9 -0.2 -1.0
C -0.052 0.067 0.438 0.0 1.1 -1.4
N 0.049 -1.241 -0.056 1.3 -0.3 0.8
C 0.864 -1.489 -1.003 0.2 -0.1 1.0
H -0.626 2.532 0.612 -0.1 0.4 0.3
H 0.546 2.856 -0.672 -0.1 0.4 -0.3
H 1.098 3.051 0.990 -0.5 0.3 0.0
H 1.761 0.840 -0.299 0.5 -0.2 0.5
H -1.025 0.351 0.826 0.0 -0.2 0.2
H 1.300 -0.718 -1.641 0.0 0.1 0.0
H 1.306 -2.486 -0.994 -0.6 -0.1 -0.8
H -2.663 -1.927 0.705 -0.2 0.2 0.1
H -1.441 -2.647 0.233 -0.1 0.1 -0.1
O -2.408 -2.721 0.234 0.1 -0.3 0.0